The following is a quantum chemistry calculation of one molecule with the formula C7H12O in a non-equilibrium geometry, from OMol25.

Cartesian coordinates (Å):
O  -1.85  -2.34  -1.70
C  2.38  1.77  1.08
C  0.08  0.84  0.80
C  -0.22  0.56  2.17
C  -0.86  0.29  -0.33
C  -0.14  -1.05  -0.81
C  -0.88  -1.72  -1.92
C  1.18  1.40  0.35
H  2.73  1.13  1.73
H  2.39  2.82  1.64
H  0.14  1.35  2.92
H  -0.75  -1.59  -2.94
H  1.14  1.67  -0.76
H  0.10  -0.37  2.51
H  -1.29  0.65  2.31
H  -0.97  0.91  -1.18
H  3.16  1.85  0.32
H  0.00  -1.58  0.09
H  -1.81  -0.06  0.18
H  0.82  -0.62  -1.27

Its multiplicity is 1. Its SMILES is C/C=C(\C)CCC=O. The value obtained for the energy relative to the best compared isomer or geometry (same formula, charge and spin) is 51.4 kcal per mole. The calculation puts the total energy at -9498.5896 eV. Its frontier orbital gap is 9.86 eV.